Entry 1:
ORCA calculation (ωB97M-V/def2-TZVPD) on a 2-piece molecular cluster, C7H13N2O2 overall at a distorted geometry.

Highest occupied orbital energy ... -11.36 eV
2S+1 ... 1
Relative energy (zero: lowest compared OMol25 entry of this formula, charge and spin) ... 249.47 kJ/mol
Charge ... +1
Total energy ... -14536.006 eV

Geometry as XYZ:
```
24
C7H13N2O2 (ωB97M-V/def2-TZVPD)
C -3.04266 1.14649 0.19421
C -1.74006 1.44710 0.44322
C -2.00057 -0.78991 -0.19148
C 5.41459 0.53291 0.31849
C -4.62614 -0.75474 -0.08871
C 4.24844 -0.39410 0.02296
C 0.24185 -0.02629 0.24812
N -3.26878 -0.11266 -0.15979
N -1.01497 0.19792 0.24296
O 3.06372 -0.18306 0.29157
O 0.63807 -1.21830 -0.14524
H -3.84151 1.95193 0.29930
H -1.27044 2.35847 0.49124
H -2.05302 -1.55324 0.58204
H 5.66434 0.99189 -0.67168
H 6.32994 -0.14238 0.26325
H 5.19446 1.25966 1.23498
H -4.82215 -1.56770 0.62633
H -5.32102 -0.03739 -0.02806
H -4.74497 -1.18124 -1.00183
H 4.38466 -1.42458 -0.50819
H 0.80495 0.82106 0.54697
H -1.83372 -1.08625 -1.16209
H 1.71155 -1.03113 -0.01810
```

Results of the Löwdin charge analysis, in e, for atoms 1 through 6:
1 C -0.09
2 C 0.00
3 C -0.05
4 C -0.04
5 C 0.04
6 C -0.23

***

Entry 2:
ORCA calculation (ωB97M-V/def2-TZVPD) on C42H51AsCuNOP2 as an isolated structure.

Highest occupied orbital energy ... -5.92 eV
2S+1 ... 1
Total energy ... -171975.576 eV

Geometry as XYZ:
```
99
C42H51AsCuNOP2 (ωB97M-V/def2-TZVPD)
Cu -0.66214 -0.65873 -0.32652
C -2.52475 1.09983 2.79112
C -1.57575 0.08551 3.44400
C -2.24017 -0.52188 4.67551
P -1.00033 -1.02960 2.05503
C 0.61562 -1.76664 2.64878
C 1.16781 -2.60094 1.48696
C 0.63247 -2.58845 3.93424
C -2.15478 -2.42482 1.91630
C -2.50624 -3.28372 2.95881
C -3.30841 -4.39185 2.75483
C -3.72927 -4.68098 1.45995
C -3.40173 -3.85196 0.41049
C -2.65012 -2.66674 0.59878
N -2.30701 -1.83627 -0.43051
C -3.00693 -1.73654 -1.59737
C -4.40229 -1.96592 -1.70521
C -5.07014 -1.84586 -2.90266
C -4.39400 -1.48930 -4.06860
C -3.04481 -1.20099 -3.98207
C -2.35036 -1.29393 -2.77693
P -0.61863 -0.73981 -2.65327
C 0.19544 -1.71436 -4.02494
C 0.03937 -3.19740 -3.67577
C 1.67606 -1.34926 -4.16696
C -0.77170 1.00227 -3.32163
C -1.80399 1.73752 -2.46061
C 0.57682 1.72008 -3.25420
H -2.80831 1.88899 3.49325
H -3.43572 0.59513 2.45926
H -2.05789 1.55316 1.91400
H -0.65879 0.60356 3.74615
H -3.16059 -1.03578 4.39807
H -2.50021 0.27665 5.37665
H -1.59185 -1.22397 5.19779
H 1.25304 -0.88331 2.78679
H 0.49672 -3.43817 1.27765
H 2.15523 -3.00631 1.72597
H 1.24954 -1.99772 0.57678
H -0.00294 -3.46857 3.83671
H 0.30523 -2.00514 4.79470
H 1.65060 -2.93462 4.13609
H -2.14085 -3.08872 3.95715
H -3.58318 -5.03306 3.58258
H -4.31218 -5.57504 1.27018
H -3.70526 -4.11284 -0.59454
H -4.95086 -2.21719 -0.80714
H -6.13932 -2.02113 -2.93779
H -4.91358 -1.41682 -5.01522
H -2.51486 -0.88102 -4.87315
H -0.32231 -1.50808 -4.96509
H 0.56417 -3.42330 -2.74362
H 0.45559 -3.82720 -4.46517
H -1.01082 -3.45768 -3.54665
H 2.14532 -1.25251 -3.18366
H 1.80955 -0.41086 -4.70369
H 2.20781 -2.12664 -4.72072
H -1.11879 0.96714 -4.35876
H -1.52403 1.66491 -1.40355
H -2.79603 1.30522 -2.58313
H -1.85126 2.79524 -2.73214
H 1.03564 1.54699 -2.27965
H 0.44469 2.79772 -3.38579
H 1.26825 1.36432 -4.01701
O 0.56141 0.96042 0.54810
As 1.85467 1.97151 0.48159
C 2.47178 2.20796 2.29689
C 1.50319 2.52378 3.24543
C 1.84251 2.58044 4.58671
C 3.14743 2.31332 4.98150
C 4.11700 2.01439 4.03595
C 3.78166 1.96291 2.69018
C 3.26641 1.14046 -0.54045
C 3.67662 1.57704 -1.79392
C 4.56784 0.81055 -2.53086
C 5.03653 -0.39238 -2.02503
C 4.61399 -0.83867 -0.77953
C 3.72778 -0.07519 -0.03882
C 1.31231 3.69142 -0.21587
C 2.13514 4.58706 -0.88823
C 1.59516 5.75257 -1.41076
C 0.24550 6.03229 -1.24798
C -0.57088 5.14852 -0.55501
C -0.03937 3.97442 -0.04795
H 0.48191 2.69774 2.92524
H 1.09284 2.82700 5.32735
H 3.40709 2.32947 6.03217
H 5.13561 1.82087 4.34609
H 4.53739 1.73268 1.94964
H 3.28610 2.49790 -2.20773
H 4.88446 1.14840 -3.50917
H 5.71871 -0.99497 -2.61071
H 4.96228 -1.78797 -0.39407
H 3.36568 -0.42973 0.91979
H 3.19552 4.39008 -0.98899
H 2.22768 6.44693 -1.94863
H -0.16950 6.94373 -1.65816
H -1.62321 5.36534 -0.42562
H -0.67101 3.24710 0.45000
```

Results of the Löwdin charge analysis, in e, for atoms 1 through 6:
1 Cu 0.09
2 C -0.13
3 C -0.52
4 C -0.12
5 P 1.08
6 C -0.53

***

Entry 3:
ORCA calculation (ωB97M-V/def2-TZVPD) on C14H24N4O6 as an isolated structure at a distorted geometry.

Highest occupied orbital energy ... -9.57 eV
2S+1 ... 1
Relative energy (zero: lowest compared OMol25 entry of this formula, charge and spin) ... 1404.98 kJ/mol
Total energy ... -33141.699 eV

Geometry as XYZ:
```
48
C14H24N4O6 (ωB97M-V/def2-TZVPD)
C 1.34930 -1.18969 -2.08783
O 1.66108 -0.48103 -0.98394
C 1.45348 0.80406 -0.95638
O 1.24085 1.52552 -1.96189
O 1.47081 1.18094 0.37733
C 1.16445 2.51504 0.72742
H 2.06198 -0.90616 -2.86229
H 0.35721 -1.06300 -2.52118
H 1.46892 -2.26638 -1.96727
H 1.10942 2.60514 1.81229
H 0.17978 2.75499 0.32622
H 1.91794 3.20165 0.34148
C -1.65986 1.11898 0.16693
O -1.34973 2.33004 0.78752
C -2.11103 2.64237 1.84681
O -3.32730 2.43756 2.08045
O -1.30682 3.29085 2.78701
C -1.90937 3.86321 3.86875
H -1.25170 1.21672 -0.83903
H -2.74912 1.12276 0.20714
H -1.38931 0.20284 0.69192
H -1.02919 4.24219 4.38813
H -2.34363 3.11384 4.53053
H -2.57514 4.69135 3.62576
C -0.51367 -3.39729 -0.36501
C -0.81218 -2.11439 0.24850
N -0.95643 -1.11601 0.80527
H 0.36483 -3.19552 -0.97789
H -1.24104 -3.70894 -1.11462
H -0.42768 -4.30330 0.23486
C 2.32776 -5.32128 -2.49532
C 1.69775 -4.04774 -2.76317
N 1.15419 -3.04108 -3.00447
H 1.71688 -5.82397 -1.74549
H 3.23054 -5.16976 -1.90360
H 2.57865 -5.95430 -3.34645
C 1.55722 3.55551 3.54423
C 0.68746 3.72247 4.67196
N -0.00521 3.68926 5.57607
H 2.28626 2.80249 3.84347
H 2.15205 4.37455 3.13993
H 1.04472 3.02729 2.74023
C -1.09029 -2.10838 -3.38537
C -2.46351 -2.17957 -3.96351
N -3.53789 -2.21948 -4.35666
H -0.75397 -1.10038 -3.14259
H -0.44963 -2.58813 -4.12531
H -0.97983 -2.73583 -2.50094
```

Results of the Löwdin charge analysis, in e, for atoms 1 through 6:
1 C -0.16
2 O 0.04
3 C -0.53
4 O 0.09
5 O 0.00
6 C -0.04

***

Entry 4:
ORCA calculation (ωB97M-V/def2-TZVPD) on a 11-piece molecular cluster, C20H53N13O11 overall at a distorted geometry.

Highest occupied orbital energy ... -9.22 eV
2S+1 ... 1
Relative energy (zero: lowest compared OMol25 entry of this formula, charge and spin) ... 0.00 kJ/mol
Total energy ... -63502.261 eV
SMILES ... CC(N)=O.CC(N)=O.CC(N)=O.CC(N)=O.CC(N)=O.CC(N)=O.CC(N)=O.CC(N)=O.CC(N)=O.NC(N)=O.NC(N)=O

Geometry as XYZ:
```
97
C20H53N13O11 (ωB97M-V/def2-TZVPD)
C -3.91139 0.37781 1.81360
O -4.94625 0.60141 1.14882
N -3.13808 1.35580 2.37759
N -3.41850 -0.89349 2.03533
H -3.45980 2.30043 2.27047
H -2.23222 1.17642 2.82703
H -2.46873 -0.99074 2.32094
H -3.81185 -1.61868 1.49740
C -0.09605 0.18740 1.35794
O -0.49485 0.22790 2.54140
N 0.06659 1.28424 0.57832
N 0.24990 -1.00363 0.79843
H 0.20855 2.12003 1.14963
H 0.87099 1.22117 -0.10903
H 0.18194 -1.12677 -0.21830
H -0.11807 -1.82040 1.33921
O 4.54004 -1.58668 -1.46253
C 4.19653 -2.71381 -1.12735
N 2.83059 -3.02486 -1.09298
C 5.23818 -3.79820 -0.86432
H 2.47267 -3.64349 -0.39584
H 2.18599 -2.25898 -1.26748
H 4.95410 -4.37537 0.05079
H 6.16809 -3.26177 -0.64546
H 5.16603 -4.55176 -1.66909
O 0.45744 -4.48664 0.62115
C -0.36553 -4.80693 -0.23420
N -1.68429 -4.93401 0.13752
C 0.07081 -5.15046 -1.60632
H -1.84598 -4.84838 1.14386
H -2.23517 -5.44229 -0.54593
H 0.96195 -4.62671 -2.01785
H -0.71819 -5.03244 -2.33894
H 0.29373 -6.24469 -1.52811
O -3.36603 2.51573 -3.12472
C -2.13262 2.50607 -2.96192
N -1.53501 1.91110 -1.89519
C -1.15587 3.17022 -3.93310
H -2.10821 1.77394 -1.07920
H -0.53096 1.94067 -1.97320
H -0.80471 4.08962 -3.45251
H -1.73106 3.53560 -4.78282
H -0.35497 2.39029 -4.18364
O -3.20520 4.34969 1.39876
C -3.59384 4.20308 0.19674
N -4.20589 3.05483 -0.24791
C -3.33948 5.31654 -0.80484
H -4.41802 2.25776 0.36820
H -4.33183 2.97009 -1.27189
H -2.46760 5.83706 -0.44950
H -4.19850 6.02838 -0.85172
H -3.12347 4.97836 -1.81347
O 4.39882 0.56959 1.57859
C 3.62134 -0.02326 2.27061
N 2.62020 0.60152 2.90032
C 3.70108 -1.56735 2.35325
H 2.68601 1.63370 2.65270
H 1.81208 0.12709 3.40012
H 2.70865 -2.00526 2.66245
H 4.54659 -1.93635 2.96139
H 3.91291 -1.92125 1.29038
O -2.41168 -4.08748 3.04002
C -1.46703 -3.73273 3.75175
N -0.18134 -3.59240 3.25364
C -1.57332 -3.34560 5.17581
H -0.01743 -3.91046 2.32084
H 0.58658 -3.66028 3.91546
H -1.13529 -4.04124 5.82622
H -2.57331 -3.09292 5.50763
H -0.91179 -2.50098 5.34203
O -0.33509 -1.62133 -2.06895
C -1.19430 -1.19155 -2.83497
N -0.84319 -0.77138 -4.09186
C -2.57779 -1.04259 -2.30969
H 0.18190 -0.64228 -4.22418
H -1.46350 -0.24519 -4.65832
H -3.36454 -0.78982 -3.02186
H -2.50892 -0.22939 -1.68100
H -2.88869 -1.91182 -1.77302
O 1.49626 3.64914 1.54898
C 0.96814 4.67550 1.27323
N 1.03513 5.77848 2.07213
C 0.15454 4.79849 0.02520
H 1.34751 5.72602 3.04331
H 0.50483 6.62697 1.78269
H 0.11806 5.84738 -0.36167
H -0.83316 4.34770 0.27275
H 0.69205 4.23119 -0.70123
O 1.72761 1.70854 -1.62978
C 2.84968 1.25836 -1.94242
N 4.00271 1.31535 -1.22528
C 3.08335 0.54509 -3.24510
H 4.62445 0.57972 -1.57425
H 4.09021 1.57445 -0.21551
H 2.52451 1.05832 -4.02017
H 2.62559 -0.52735 -3.24840
H 4.09372 0.29724 -3.41761
```

Results of the Löwdin charge analysis, in e, for atoms 1 through 6:
1 C -0.63
2 O -0.03
3 N 0.17
4 N 0.17
5 H 0.06
6 H 0.08

***

Entry 5:
ORCA calculation (ωB97M-V/def2-TZVPD) on the molecule C3H3Br2P at a distorted geometry.

Highest occupied orbital energy ... -9.25 eV
2S+1 ... 1
Relative energy (zero: lowest compared OMol25 entry of this formula, charge and spin) ... 50.38 kJ/mol
Total energy ... -152531.893 eV
SMILES ... C#CCP(Br)Br

Geometry as XYZ:
```
9
C3H3Br2P (ωB97M-V/def2-TZVPD)
C -2.12231 0.92807 0.42829
C -1.27427 0.15553 0.13135
C -0.18916 -0.67060 -0.33453
P 1.54895 -0.05273 0.64629
Br 2.84096 -1.48533 -0.28573
Br 2.18927 1.85874 -0.39547
H -2.80477 1.68050 0.73673
H -0.08794 -1.52946 0.41731
H -0.10074 -0.88472 -1.34423
```

Results of the Löwdin charge analysis, in e, for atoms 1 through 6:
1 C 0.11
2 C -0.27
3 C -0.40
4 P 0.10
5 Br 0.22
6 Br 0.12

***

> Which of these has the lowest total energy?

C42H51AsCuNOP2

***

> Among the records above, which one has the highest highest occupied orbital energy?

C42H51AsCuNOP2